Record 1
13
Properties=species:S:1:pos:R:3:nbo_charge:R:1 method="wB97M-V/def2-TZVPD" lumo_ev=0.89 total_energy_ha=-472.8690 de_lowest_ev=5.453 orbital_gap_ev=11.12
H -2.17 0.17 1.74 0.35
O -0.78 -0.37 0.67 -0.41
H 2.99 0.18 -0.17 0.21
O -3.06 -0.88 0.35 -0.56
C -0.27 -0.68 -0.56 0.75
N -2.14 0.16 0.72 -0.06
O 1.56 -0.90 1.04 -0.46
C 1.87 0.16 0.15 -0.10
H 1.57 -1.93 -0.92 0.23
O -0.83 -0.56 -1.59 -0.58
H -2.95 -0.74 -0.60 0.49
C 1.15 -1.06 -0.33 -0.07
H 1.22 1.02 0.36 0.21

***

Record 2
11
Properties=species:S:1:pos:R:3:nbo_charge:R:1 method="wB97M-V/def2-TZVPD" lumo_ev=0.56 total_energy_ha=-645.4878 de_lowest_ev=0.650 orbital_gap_ev=9.08
C -0.75 -1.02 -0.83 -0.51
C 1.16 0.12 0.22 0.67
H 1.31 -1.43 -1.32 0.24
N 0.02 0.63 0.84 -0.78
H -0.68 -1.99 -0.27 0.22
O 2.27 0.31 0.62 -0.58
S -1.58 0.31 0.18 0.37
H 0.74 0.20 -1.81 0.23
C 0.70 -0.58 -1.05 -0.52
H 0.17 1.38 1.49 0.41
H -1.29 -1.07 -1.79 0.24

***

Record 3
11
Properties=species:S:1:pos:R:3:nbo_charge:R:1 method="wB97M-V/def2-TZVPD" lumo_ev="-0.50 / -0.32" total_energy_ha=-645.2680 de_lowest_ev=6.632 orbital_gap_ev="6.58 / 8.02"
C -0.71 -0.57 -0.04 -0.08
O 0.55 1.59 -0.34 -0.53
H 0.35 -1.73 2.03 0.20
N -0.63 2.22 -0.65 -0.43
H -0.65 2.34 -1.59 0.33
C 0.30 -1.41 -0.03 -0.37
H 0.78 -1.52 -1.00 0.26
H -0.76 3.22 -0.31 0.34
C 0.87 -2.01 1.04 -0.34
S -1.99 0.24 -0.11 0.40
H 1.90 -2.36 1.03 0.22

***

Record 4
11
Properties=species:S:1:pos:R:3:nbo_charge:R:1 method="wB97M-V/def2-TZVPD" lumo_ev=0.46 total_energy_ha=-645.3887 de_lowest_ev=3.346 orbital_gap_ev=9.67
H 2.95 -0.03 -1.27 0.16
C -2.11 -0.25 -0.12 0.41
S 0.52 1.03 -0.31 0.41
H -1.62 -1.25 -0.42 0.10
N 1.53 -0.19 0.36 -0.57
O -3.34 -0.27 -0.33 -0.50
H -1.03 0.38 1.45 0.28
H 3.10 -1.35 0.31 0.20
H -1.39 1.86 0.20 0.25
C -1.14 0.68 0.39 -0.66
C 2.54 -0.60 -0.27 -0.07

***

Record 5
11
Properties=species:S:1:pos:R:3:nbo_charge:R:1 method="wB97M-V/def2-TZVPD" lumo_ev=0.69 total_energy_ha=-645.4497 de_lowest_ev=1.685 orbital_gap_ev=9.97
H -2.05 0.31 -1.53 0.25
S -1.48 -1.04 0.37 0.21
N 1.27 -0.04 1.30 -0.82
H 0.59 0.16 1.95 0.39
C -0.04 -0.92 -0.61 -0.41
H 2.16 0.41 1.67 0.41
H -0.93 1.31 -0.21 0.24
H 0.01 -1.51 -1.48 0.26
C -1.23 0.34 -0.69 -0.53
C 1.20 -0.57 0.04 0.61
O 2.25 -0.87 -0.56 -0.60

***

Record 6
11
Properties=species:S:1:pos:R:3:nbo_charge:R:1 method="wB97M-V/def2-TZVPD" lumo_ev=0.26 total_energy_ha=-645.4683 de_lowest_ev=1.181 orbital_gap_ev=8.53
C 0.44 -0.49 -0.02 -0.44
H -2.78 -0.03 0.04 0.39
N -1.95 -0.53 -0.06 -0.78
C -0.76 0.11 -0.01 0.08
O 1.72 1.51 -0.06 -0.65
S 3.10 -0.71 -0.02 -0.12
H -0.91 1.23 0.08 0.18
H 0.55 -1.58 0.02 0.24
H -2.00 -1.57 -0.02 0.40
C 1.71 0.17 -0.04 0.22
H 0.87 1.89 0.10 0.47

***

Record 7
11
Properties=species:S:1:pos:R:3:nbo_charge:R:1 method="wB97M-V/def2-TZVPD" lumo_ev=-1.25 total_energy_ha=-645.3223 de_lowest_ev=5.153 orbital_gap_ev=7.89
C -0.19 0.81 -0.21 -0.51
H -0.73 -2.73 -0.57 0.36
S 1.40 -1.07 -0.20 0.33
O -2.32 -0.45 -0.05 -0.55
H 0.00 0.85 -1.33 0.23
C 1.21 0.65 0.42 -0.54
N -0.30 -1.55 0.55 -0.65
H 1.69 1.63 -0.10 0.26
H -0.71 1.67 0.02 0.22
H 1.08 0.69 1.42 0.21
C -1.12 -0.50 0.04 0.64

***

Record 8
10
Properties=species:S:1:pos:R:3:nbo_charge:R:1 method="wB97M-V/def2-TZVPD" lumo_ev=0.43 total_energy_ha=-570.1485 de_lowest_ev=2.341 orbital_gap_ev=9.96
C -0.27 -0.78 0.39 -0.54
H 1.94 -0.13 0.35 0.24
C 0.90 0.43 0.31 -0.47
H 0.05 -1.45 -0.61 0.27
H -0.15 -1.28 1.35 0.27
S 1.12 0.98 -1.47 -0.10
C -1.44 -0.25 0.27 0.23
H 0.74 1.35 0.84 0.23
N -2.53 0.21 0.52 -0.29
H -0.37 0.92 -1.95 0.15

***

Record 9
10
Properties=species:S:1:pos:R:3:nbo_charge:R:1 method="wB97M-V/def2-TZVPD" lumo_ev=0.80 total_energy_ha=-570.1487 de_lowest_ev=2.335 orbital_gap_ev=9.17
C -1.56 -0.98 0.09 -0.44
H -2.40 -1.62 0.15 0.22
S -1.58 0.79 -0.02 0.42
C -0.22 -1.06 -0.15 -0.07
C 1.13 0.96 0.03 -0.39
N 0.00 0.29 -0.39 -0.51
H 0.43 -1.81 -0.06 0.20
H 1.47 0.68 0.97 0.18
H 0.86 2.07 -0.03 0.20
H 1.87 0.69 -0.59 0.20

***

Record 10
11
Properties=species:S:1:pos:R:3:nbo_charge:R:1 method="wB97M-V/def2-TZVPD" lumo_ev=0.58 total_energy_ha=-968.4015 de_lowest_ev=1.186 orbital_gap_ev=9.16
H -1.57 0.50 0.82 0.25
H 0.27 0.58 -1.70 0.20
S 0.62 -1.68 2.26 -0.08
H 1.08 -1.91 -0.77 0.41
C -0.27 -0.08 -1.00 -0.21
C 0.32 -0.86 0.89 0.09
S 0.35 1.96 1.00 -0.02
C -0.51 0.40 0.48 -0.38
N 0.61 -1.08 -0.41 -0.57
H -1.14 -0.53 -1.47 0.20
H 0.24 2.69 -0.10 0.12

***

Record 11
11
Properties=species:S:1:pos:R:3:nbo_charge:R:1 method="wB97M-V/def2-TZVPD" lumo_ev=-0.23 total_energy_ha=-968.3267 de_lowest_ev=3.221 orbital_gap_ev=8.38
N 1.92 0.36 -0.18 -0.52
H -0.34 1.90 1.10 0.25
C -0.44 1.60 0.01 -0.70
H 3.75 -1.09 0.29 0.18
C 3.11 -0.05 0.19 -0.05
H -1.46 2.01 -0.33 0.24
S 0.50 -0.81 -0.08 0.56
S -2.40 -0.32 0.05 -0.01
H 0.16 1.96 -0.78 0.25
H 3.84 0.68 0.10 0.17
C -0.83 0.13 0.02 -0.38

***

Record 12
11
Properties=species:S:1:pos:R:3:nbo_charge:R:1 method="wB97M-V/def2-TZVPD" lumo_ev=0.00 total_energy_ha=-968.3765 de_lowest_ev=1.866 orbital_gap_ev=8.73
H 1.42 -1.79 1.08 0.12
H -1.03 1.45 -0.36 0.25
H -1.24 -2.17 0.19 0.21
N -0.18 -0.48 -0.19 -0.55
C -0.08 0.90 -0.24 -0.03
H 1.97 0.94 0.10 0.21
S 1.19 -1.56 -0.25 0.19
C -1.38 -1.09 0.01 -0.07
C 1.08 1.57 0.02 -0.45
H 1.13 2.62 -0.23 0.22
S -2.87 -0.40 -0.14 -0.10